Below is 2 unconnected molecules or ions with the total composition C4H4NOS in a non-equilibrium geometry, with properties calculated with ωB97M-V/def2-TZVPD.

Geometry as XYZ:
```
11
C4H4NOS (ωB97M-V/def2-TZVPD)
C 0.46 -2.25 -0.30
C 3.04 -0.06 -0.05
C 0.31 -0.15 1.00
C 0.52 -0.92 -0.22
N 0.28 -3.37 -0.59
O 3.83 -0.85 -0.50
S 2.88 1.41 0.51
H -0.65 -0.32 1.36
H 0.34 0.92 0.77
H 0.97 -0.35 1.84
H 0.56 -0.30 -1.10
```

E_HOMO	-0.0929	Ha
lowest unoccupied orbital energy	3.17	eV
relative energy (zero: lowest compared OMol25 entry of this formula, charge and spin)	213.6	kJ/mol
largest force on an atom	4.351	eV Å⁻¹
charge	-1


Below is a molecular structure, C10H13CrF4N3O7S in a non-equilibrium geometry, with properties calculated with ωB97M-V/def2-TZVPD.

Geometry as XYZ:
```
39
C10H13CrF4N3O7S (ωB97M-V/def2-TZVPD)
Cr 1.53 -1.78 0.34
O -0.29 -1.38 0.11
H -1.24 -1.21 0.01
C 0.88 -1.87 4.97
F 0.47 -3.12 4.73
F -0.11 -1.03 5.14
F 1.67 -1.90 6.04
S 1.97 -1.27 3.53
O 1.16 -1.46 2.30
O 2.20 0.16 3.73
O 3.16 -2.10 3.45
C -3.15 -1.09 -1.98
C -2.34 -0.05 -2.71
O -3.34 0.86 -3.07
C -4.48 0.20 -3.26
O -5.46 0.64 -3.78
O -4.36 -1.04 -2.71
F -1.79 -0.59 -3.82
H -3.29 -0.84 -0.93
H -2.59 -2.03 -1.93
H -1.58 0.29 -2.00
C 1.38 0.15 -4.27
C 1.58 -0.59 -3.00
N 1.70 -1.10 -1.97
H 1.11 1.19 -4.13
H 0.64 -0.37 -4.89
H 2.27 0.17 -4.90
C 3.52 2.51 1.11
C 2.70 1.37 0.70
N 2.06 0.46 0.37
H 4.38 2.38 0.45
H 3.82 2.50 2.16
H 2.97 3.43 0.87
C -0.92 1.30 1.95
C -1.74 1.54 0.76
N -2.39 1.74 -0.18
H -0.56 0.28 2.08
H -1.47 1.68 2.81
H -0.05 1.96 1.90
```

E_HOMO (spin up / spin down)	-0.4861 / -0.4862	Ha
lowest unoccupied orbital energy (spin up / spin down)	-7.93 / -6.05	eV
largest force on an atom	6.622	eV Å⁻¹
multiplicity	4
charge	+1


Below is a molecular structure, C2H3CoLiO in a non-equilibrium geometry, with properties calculated with ωB97M-V/def2-TZVPD.

Geometry as XYZ:
```
8
C2H3CoLiO (ωB97M-V/def2-TZVPD)
O -1.21 -0.34 -0.40
C -0.96 -1.30 -1.17
Li -0.98 0.53 0.92
Co 0.69 0.08 -1.29
H -1.79 -2.05 -1.21
C 1.14 0.87 0.72
H 2.02 1.54 0.62
H 1.09 0.67 1.81
```

E_HOMO (spin up / spin down)	-0.7010 / -0.7841	Ha
lowest unoccupied orbital energy (spin up / spin down)	-11.20 / -13.05	eV
relative energy (zero: lowest compared OMol25 entry of this formula, charge and spin)	0.0	kJ/mol
largest force on an atom	5.954	eV Å⁻¹
multiplicity	6
charge	+2


Below is 2 unconnected molecules or ions with the total composition C4H10N2O4S in a non-equilibrium geometry, with properties calculated with ωB97M-V/def2-TZVPD.

Geometry as XYZ:
```
21
C4H10N2O4S (ωB97M-V/def2-TZVPD)
C 1.04 -0.63 1.29
C 0.70 -1.36 2.56
C -2.43 -0.30 -1.30
C -0.12 0.96 -0.27
N 0.10 0.33 0.89
N -0.29 2.24 -0.54
O 0.05 0.69 -2.95
O 1.98 -1.00 0.61
O 0.46 -1.25 -1.40
O 2.00 0.50 -1.43
S 0.49 0.15 -1.73
H 0.49 -2.41 2.11
H -0.11 -1.01 3.17
H 1.56 -1.50 3.07
H -2.48 -1.26 -0.75
H -3.23 0.23 -0.97
H -1.96 -0.21 -2.22
H -0.47 0.57 1.69
H -0.24 2.88 0.27
H 2.25 -0.17 -0.76
H 0.19 2.54 -1.32
```

E_HOMO (spin up / spin down)	-0.3089 / -0.2596	Ha
lowest unoccupied orbital energy (spin up / spin down)	0.24 / 0.25	eV
relative energy (zero: lowest compared OMol25 entry of this formula, charge and spin)	350.8	kJ/mol
largest force on an atom	4.740	eV Å⁻¹


Below is a molecular structure, C25H18Co2NO7 in a non-equilibrium geometry, with properties calculated with ωB97M-V/def2-TZVPD.

Geometry as XYZ:
```
53
C25H18Co2NO7 (ωB97M-V/def2-TZVPD)
O -2.62 2.70 0.35
C -1.72 2.05 0.71
Co -0.36 1.16 1.29
C 0.60 2.63 1.14
O 1.12 3.66 1.05
C -0.83 0.89 2.95
O -1.27 0.79 4.02
C -0.57 -0.58 0.25
C -1.86 -1.22 0.47
C -2.32 -1.54 1.77
C -3.65 -1.88 1.98
C -4.52 -2.03 0.89
C -4.01 -1.92 -0.41
C -2.70 -1.52 -0.62
C 0.22 -0.47 -0.92
C 0.21 -0.17 -2.22
Co 1.18 -0.82 0.52
C 1.30 -1.12 2.27
O 1.46 -1.31 3.40
C 2.36 0.54 0.47
O 3.22 1.31 0.50
C 2.07 -2.23 -0.09
O 2.72 -3.15 -0.35
H -1.63 -1.49 2.61
H -4.00 -2.01 3.01
H -5.57 -2.25 1.07
H -4.65 -2.12 -1.27
H -2.31 -1.40 -1.64
H 1.12 -0.34 -2.79
H -0.66 0.31 -2.69
C 2.89 -1.78 7.67
O 1.87 -1.11 8.44
C 1.30 0.03 7.96
C 1.62 0.61 6.71
C 0.97 1.79 6.33
C 0.04 2.37 7.24
N -0.50 3.47 6.60
C 0.03 3.63 5.35
C -0.41 4.73 4.48
C 0.96 2.60 5.14
C -0.30 1.79 8.46
C 0.33 0.62 8.83
H 3.15 -2.63 8.30
H 2.51 -2.12 6.70
H 3.77 -1.13 7.52
H 2.34 0.16 6.02
H -1.21 4.09 6.98
H 0.11 4.66 3.52
H -1.50 4.68 4.31
H -0.21 5.71 4.93
H 1.58 2.45 4.26
H -1.06 2.26 9.08
H 0.12 0.12 9.77
```

E_HOMO	-0.1572	Ha
lowest unoccupied orbital energy	2.73	eV
largest force on an atom	4.877	eV Å⁻¹
charge	-1


Below is a molecular structure, C43H35BCl3N6OZr in a non-equilibrium geometry, with properties calculated with ωB97M-V/def2-TZVPD.

Geometry as XYZ:
```
90
C43H35BCl3N6OZr (ωB97M-V/def2-TZVPD)
Zr -0.48 0.00 -0.53
C 1.46 5.05 1.09
C 0.39 4.02 0.91
C -0.97 4.21 0.80
C -1.51 2.93 0.64
N -0.54 2.02 0.71
N 0.62 2.69 0.83
B 1.99 2.00 0.78
N 1.97 0.87 1.80
N 1.10 -0.15 1.62
C 1.20 -0.91 2.71
C 2.17 -0.38 3.58
C 2.62 0.76 2.96
C 3.65 1.74 3.42
C 0.41 -2.12 2.88
C -0.80 -2.27 2.18
C -1.38 -3.55 2.22
C -0.89 -4.56 3.02
C 0.24 -4.35 3.82
C 0.90 -3.14 3.69
N 2.35 1.31 -0.56
N 1.74 0.16 -0.96
C 2.44 -0.30 -2.02
C 3.49 0.58 -2.29
C 3.41 1.57 -1.33
C 4.35 2.71 -1.12
C 2.10 -1.52 -2.76
C 2.39 -1.59 -4.12
C 2.05 -2.72 -4.85
C 1.44 -3.79 -4.22
C 1.15 -3.73 -2.86
C 1.47 -2.59 -2.13
C -2.88 2.65 0.20
C -3.17 1.54 -0.59
C -4.43 1.34 -1.13
C -5.44 2.26 -0.87
C -5.18 3.35 -0.05
C -3.91 3.55 0.47
H 1.00 6.03 1.16
H 2.02 4.86 2.00
H 2.15 5.04 0.25
H -1.49 5.15 0.79
H 2.84 2.80 1.04
H 2.46 -0.77 4.54
H 4.05 1.43 4.38
H 4.47 1.81 2.70
H 3.22 2.74 3.53
H -2.38 -1.72 1.00
H -2.26 -3.74 1.62
H -1.39 -5.52 3.05
H 0.60 -5.11 4.49
H 1.83 -2.98 4.23
H 4.24 0.49 -3.06
H 5.10 2.70 -1.91
H 3.83 3.67 -1.14
H 4.85 2.62 -0.16
H 2.83 -0.73 -4.61
H 2.23 -2.74 -5.91
H 1.16 -4.67 -4.79
H 0.67 -4.56 -2.37
H 1.25 -2.55 -1.07
H -2.40 0.81 -0.80
H -4.61 0.47 -1.74
H -6.42 2.12 -1.30
H -5.96 4.05 0.19
H -3.71 4.40 1.11
Cl -1.52 -0.66 -6.74
C -1.16 0.11 -5.20
C -0.84 -0.68 -4.11
C -0.50 -0.11 -2.89
Cl -2.23 -1.67 -1.38
C -0.59 1.29 -2.82
O -0.36 1.78 -1.60
C -0.94 2.08 -3.91
Cl -1.07 3.81 -3.71
C -1.20 1.49 -5.14
H -0.89 -1.76 -4.23
H -1.44 2.10 -6.00
C -1.56 -1.21 1.49
C -2.19 -0.17 2.32
C -1.59 0.55 3.37
C -2.31 1.46 4.13
C -3.66 1.67 3.92
C -4.30 0.93 2.93
C -3.57 0.05 2.15
H -0.55 0.40 3.62
H -1.80 2.01 4.92
H -4.21 2.39 4.52
H -5.36 1.05 2.77
H -4.09 -0.53 1.40
```

E_HOMO	-0.1502	Ha
lowest unoccupied orbital energy	2.25	eV
relative energy (zero: lowest compared OMol25 entry of this formula, charge and spin)	210.6	kJ/mol
largest force on an atom	1.409	eV Å⁻¹
charge	-1


Below is 2 unconnected molecules or ions with the total composition C37H26BF3O2S in a non-equilibrium geometry, with properties calculated with ωB97M-V/def2-TZVPD.

Geometry as XYZ:
```
70
C37H26BF3O2S (ωB97M-V/def2-TZVPD)
C -0.45 -1.83 0.52
C -0.14 -2.09 1.92
C 1.20 -2.21 2.36
C 1.51 -2.70 3.62
C 0.49 -3.02 4.52
C -0.85 -2.92 4.12
C -1.15 -2.46 2.84
C -1.78 -1.51 0.07
C -1.95 -2.04 -1.25
C -3.22 -2.40 -1.70
C -4.28 -2.36 -0.80
C -4.15 -1.69 0.42
C -2.92 -1.14 0.79
C -0.70 -2.62 -1.67
C 0.24 -2.51 -0.58
C 1.38 -3.33 -0.60
C 1.44 -4.38 -1.52
C 0.48 -4.51 -2.53
C -0.55 -3.58 -2.66
H 1.99 -1.87 1.68
H 2.56 -2.83 3.92
H 0.73 -3.41 5.51
H -1.67 -3.19 4.79
H -2.19 -2.46 2.52
H -3.36 -2.77 -2.72
H -5.23 -2.86 -1.05
H -5.00 -1.60 1.09
H -2.83 -0.47 1.65
H 2.20 -3.16 0.10
H 2.25 -5.11 -1.46
H 0.52 -5.36 -3.22
H -1.27 -3.61 -3.48
C 2.11 6.98 0.39
C 2.03 5.57 -0.08
C 2.35 5.08 -1.33
C 2.02 3.69 -1.50
C 1.44 3.13 -0.38
B 0.86 1.62 -0.21
C -0.42 1.58 -1.24
C -1.45 2.47 -1.01
C -2.58 2.43 -1.84
C -2.61 1.49 -2.86
C -3.89 1.25 -3.62
F -3.75 1.48 -4.96
F -4.28 -0.07 -3.49
F -4.92 2.01 -3.18
C -1.50 0.73 -3.19
C -0.39 0.77 -2.35
O 2.08 0.80 -0.51
C 2.60 0.62 0.73
C 1.69 1.01 1.76
C 2.08 1.00 3.09
C 3.25 0.30 3.40
C 4.13 -0.11 2.39
C 3.86 0.14 1.05
O 0.51 1.42 1.23
S 1.37 4.28 0.90
H 2.66 7.60 -0.32
H 1.09 7.39 0.48
H 2.60 7.02 1.37
H 2.79 5.69 -2.12
H 2.15 3.18 -2.45
H -1.38 3.19 -0.20
H -3.41 3.09 -1.65
H -1.50 0.09 -4.07
H 0.49 0.15 -2.55
H 1.48 1.53 3.82
H 3.48 0.07 4.44
H 5.05 -0.64 2.66
H 4.57 -0.05 0.24
```

E_HOMO	-0.2507	Ha
lowest unoccupied orbital energy	-3.35	eV
relative energy (zero: lowest compared OMol25 entry of this formula, charge and spin)	0.0	kJ/mol
largest force on an atom	2.491	eV Å⁻¹


Below is a molecular structure, C12H33CrF2N3O7PdS in a non-equilibrium geometry, with properties calculated with ωB97M-V/def2-TZVPD.

Geometry as XYZ:
```
60
C12H33CrF2N3O7PdS (ωB97M-V/def2-TZVPD)
Cr 0.70 -1.47 -0.71
Pd -0.40 2.45 -0.39
F -1.05 -2.51 -0.02
F -0.41 0.25 -0.72
S 2.43 1.16 -1.51
O 3.79 1.56 -1.87
O 1.54 1.55 -2.63
O 2.20 -0.25 -1.24
O 1.91 1.82 -0.32
C 3.59 -0.79 1.51
C 2.27 -1.11 2.18
C 2.18 -0.41 3.63
O 1.85 1.00 3.47
C 1.29 1.70 4.63
N 1.15 -0.97 1.31
H 3.67 0.25 1.19
H 3.79 -1.31 0.58
H 4.42 -0.97 2.20
H 2.33 -2.17 2.43
H 3.17 -0.54 4.06
H 1.36 -0.80 4.23
H 1.31 2.76 4.36
H 1.95 1.30 5.39
H 0.27 1.34 4.74
H 0.46 -1.11 2.04
H 1.05 0.03 1.24
C -1.61 -1.12 -4.10
C -0.98 -1.89 -2.99
C -0.83 -3.37 -3.29
O 0.17 -3.49 -4.27
C 0.13 -4.91 -4.63
N 0.41 -1.52 -2.76
H -1.76 -0.05 -3.97
H -2.66 -1.38 -4.15
H -1.17 -1.18 -5.09
H -1.65 -1.73 -2.15
H -1.77 -3.81 -3.61
H -0.60 -3.98 -2.42
H 0.28 -5.66 -3.86
H 0.88 -5.19 -5.37
H -0.80 -5.12 -5.16
H 0.57 -0.72 -3.35
H 0.83 -2.22 -3.36
C -1.27 3.76 2.57
C -1.55 2.24 2.37
C -2.80 2.03 1.48
O -2.51 2.78 0.28
C -3.52 3.04 -0.58
N -0.41 1.57 1.81
H -2.16 4.25 2.98
H -1.10 4.23 1.60
H -0.51 3.89 3.34
H -1.74 1.91 3.39
H -3.72 2.40 1.91
H -3.07 0.98 1.34
H -3.14 3.73 -1.33
H -4.16 3.62 0.08
H -4.00 2.12 -0.91
H -0.84 0.66 1.83
H 0.25 1.39 2.55
```

E_HOMO (spin up / spin down)	-0.2466 / -0.2921	Ha
lowest unoccupied orbital energy (spin up / spin down)	-0.26 / -2.53	eV
largest force on an atom	4.334	eV Å⁻¹
multiplicity	7


no.,M (g/mol)
1,114.15
2,447.28
3,108.92
4,182.20
5,562.29
6,860.19
7,602.49
8,559.89